[1]
{
  "formula": "C13H35BF3N3O6PS",
  "method": "ωB97M-V with the def2-TZVPD basis set",
  "charge": -1,
  "lumo_energy_ev": 2.03,
  "orbital_gap_ev": 6.41,
  "e_tot_ha": -2195.9328,
  "symbols": ["N", "P", "B", "S", "O", "O", "C", "F", "F", "F", "H", "H", "H", "H", "H", "C", "O", "C", "C", "N", "C", "C", "O", "C", "H", "H", "H", "H", "H", "H", "H", "H", "H", "H", "H", "H", "H", "H", "H", "C", "O", "C", "C", "N", "C", "C", "O", "C", "H", "H", "H", "H", "H", "H", "H", "H", "H", "H", "H", "H", "H", "H", "H"],
  "coordinates": [[-6.671, 5.849, -5.455], [-5.486, 5.978, -4.378], [-6.085, 6.422, -2.579], [-5.208, 5.272, -1.338], [-5.663, 5.492, 0.017], [-5.443, 3.892, -1.735], [-3.371, 5.666, -1.370], [-3.037, 6.548, -2.295], [-2.672, 4.573, -1.613], [-3.016, 6.187, -0.222], [-6.620, 4.902, -5.822], [-4.787, 4.742, -4.280], [-4.535, 6.989, -4.726], [-5.707, 7.530, -2.279], [-7.266, 6.308, -2.467], [1.739, -1.334, -2.465], [1.169, -1.242, -1.174], [1.421, -0.007, -0.510], [0.187, 0.875, -0.458], [-0.160, 1.401, -1.771], [-1.506, 1.984, -1.868], [-2.714, 1.120, -1.510], [-2.991, 0.068, -2.426], [-2.181, -1.078, -2.291], [1.708, -2.381, -2.766], [1.169, -0.758, -3.200], [2.780, -1.000, -2.468], [2.272, 0.521, -0.953], [1.695, -0.261, 0.519], [0.375, 1.713, 0.221], [-0.624, 0.269, -0.035], [-0.083, 0.661, -2.456], [-1.629, 2.305, -2.904], [-1.529, 2.880, -1.256], [-3.589, 1.774, -1.547], [-2.672, 0.732, -0.485], [-1.936, -1.291, -1.247], [-1.267, -0.980, -2.884], [-2.734, -1.928, -2.694], [2.440, -3.971, 0.774], [2.122, -4.667, 1.967], [3.065, -5.660, 2.343], [3.898, -5.225, 3.535], [4.827, -4.156, 3.185], [5.422, -3.459, 4.326], [4.503, -2.794, 5.352], [3.817, -1.647, 4.885], [2.674, -1.905, 4.089], [1.550, -3.432, 0.455], [3.234, -3.236, 0.939], [2.737, -4.658, -0.023], [3.698, -5.956, 1.500], [2.487, -6.540, 2.641], [4.468, -6.082, 3.908], [3.197, -4.915, 4.319], [4.350, -3.475, 2.611], [6.065, -2.680, 3.910], [6.076, -4.163, 4.851], [5.144, -2.435, 6.161], [3.802, -3.499, 5.814], [2.127, -2.789, 4.427], [2.950, -2.007, 3.037], [2.013, -1.042, 4.166]]
}

[2]
{
  "formula": "C13H35N3O2ReS2Si4",
  "method": "ωB97M-V with the def2-TZVPD basis set",
  "charge": 2,
  "lumo_energy_ev": [-6.34, -6.90],
  "spin_multiplicity": 2,
  "relative_energy_kj_mol": 0.00,
  "orbital_gap_ev": [7.08, 6.86],
  "e_tot_ha": -2863.2771,
  "symbols": ["Re", "N", "N", "C", "O", "O", "H", "H", "H", "C", "Si", "C", "C", "Si", "Si", "C", "C", "C", "Si", "C", "C", "C", "H", "H", "H", "H", "H", "H", "H", "H", "H", "H", "H", "H", "H", "H", "H", "H", "H", "H", "H", "H", "H", "H", "H", "H", "H", "H", "H", "S", "C", "N", "C", "C", "S", "H", "H", "H", "H", "H"],
  "coordinates": [[-0.394, -0.733, 1.289], [1.315, -2.081, 0.992], [2.347, -1.740, 1.902], [2.195, -0.787, 2.871], [3.012, -0.443, 3.660], [0.926, -0.255, 2.817], [1.076, -3.065, 1.118], [1.668, -1.971, 0.043], [3.228, -2.230, 1.853], [2.257, 2.529, -2.346], [2.265, 1.188, -1.055], [2.965, -0.406, -1.765], [3.197, 1.712, 0.487], [0.007, 0.619, -0.483], [0.056, 0.940, 3.800], [-1.627, 0.550, 3.006], [0.154, 0.433, 5.560], [0.737, 2.590, 3.368], [-1.859, 1.402, -1.768], [-3.353, 1.580, -0.656], [-1.383, 3.058, -2.484], [-2.166, 0.149, -3.127], [3.289, 2.821, -2.559], [1.726, 3.420, -2.010], [1.809, 2.195, -3.283], [3.977, -0.219, -2.135], [2.373, -0.774, -2.605], [3.054, -1.209, -1.028], [4.156, 1.195, 0.555], [2.654, 1.530, 1.415], [3.408, 2.782, 0.447], [-1.785, 0.535, 1.866], [-2.270, 1.424, 3.162], [-2.154, -0.282, 3.476], [1.201, 0.353, 5.862], [-0.338, -0.521, 5.752], [-0.312, 1.189, 6.196], [0.667, 2.797, 2.299], [1.786, 2.654, 3.669], [0.195, 3.373, 3.904], [-3.302, 2.514, -0.092], [-3.490, 0.756, 0.045], [-4.251, 1.625, -1.277], [-1.084, 3.771, -1.713], [-2.250, 3.482, -3.000], [-0.573, 2.979, -3.210], [-2.548, -0.796, -2.734], [-1.272, -0.048, -3.721], [-2.928, 0.554, -3.798], [-2.162, -1.931, 0.339], [-1.718, -2.855, -1.030], [-2.527, -3.721, -1.594], [-1.978, -4.549, -2.674], [-0.810, -3.749, -3.241], [-0.207, -2.720, -1.855], [-3.434, -3.914, -1.187], [-2.741, -4.732, -3.427], [-1.654, -5.505, -2.259], [-1.121, -3.075, -4.037], [-0.006, -4.387, -3.596]]
}

[3]
{
  "formula": "C13H36F2N4O8S2",
  "method": "ωB97M-V with the def2-TZVPD basis set",
  "charge": -2,
  "lumo_energy_ev": 3.54,
  "relative_energy_kj_mol": 165.81,
  "orbital_gap_ev": 2.99,
  "e_tot_ha": -2333.7184,
  "symbols": ["N", "S", "O", "O", "F", "S", "O", "O", "F", "C", "O", "H", "H", "H", "C", "C", "C", "O", "C", "N", "H", "H", "H", "H", "H", "H", "H", "H", "H", "H", "H", "C", "C", "C", "O", "C", "N", "H", "H", "H", "H", "H", "H", "H", "H", "H", "H", "H", "C", "C", "C", "O", "C", "N", "H", "H", "H", "H", "H", "H", "H", "H", "H", "H", "H"],
  "coordinates": [[-1.247, -3.849, 4.803], [-2.754, -4.079, 5.207], [-3.853, -3.239, 4.595], [-2.980, -4.734, 6.465], [-2.881, -5.391, 4.292], [-1.197, -2.299, 5.551], [-1.309, -2.157, 7.011], [-1.820, -1.223, 4.781], [0.395, -2.124, 5.243], [0.985, -1.092, 0.197], [0.398, -2.331, -0.103], [1.725, -0.775, -0.538], [0.300, -0.246, 0.261], [1.380, -1.046, 1.211], [-6.039, 0.817, 0.739], [-5.235, 0.165, -0.379], [-4.507, 1.135, -1.325], [-3.687, 0.401, -2.210], [-2.771, 1.211, -2.919], [-4.332, -0.826, 0.243], [-5.629, 1.656, 1.302], [-6.281, 0.072, 1.496], [-6.912, 1.273, 0.271], [-5.917, -0.515, -0.889], [-3.957, 1.925, -0.814], [-5.212, 1.644, -1.983], [-3.201, 1.937, -3.608], [-2.105, 0.580, -3.507], [-2.140, 1.763, -2.222], [-3.487, -0.454, 0.652], [-4.888, -1.038, 1.060], [4.771, 4.593, 7.272], [5.574, 4.974, 6.122], [4.773, 5.081, 4.770], [4.022, 3.877, 4.601], [3.310, 3.725, 3.378], [6.134, 6.313, 6.404], [3.934, 5.284, 7.366], [5.318, 4.436, 8.202], [4.082, 3.757, 7.155], [6.306, 4.207, 5.869], [5.162, 5.435, 3.815], [3.988, 5.810, 4.973], [3.931, 4.007, 2.528], [2.366, 4.270, 3.367], [3.093, 2.657, 3.402], [6.617, 6.695, 5.603], [6.891, 6.073, 7.028], [0.123, -3.945, -9.309], [0.103, -3.923, -7.780], [0.550, -2.552, -7.320], [0.645, -2.558, -5.862], [2.015, -2.814, -5.382], [-1.197, -4.334, -7.430], [-0.681, -3.374, -9.774], [0.082, -4.920, -9.794], [1.025, -3.435, -9.645], [0.842, -4.633, -7.406], [-0.232, -1.820, -7.524], [1.413, -2.208, -7.889], [2.507, -1.961, -4.913], [2.725, -3.132, -6.145], [2.001, -3.693, -4.737], [-1.258, -5.277, -7.788], [-1.776, -3.775, -8.040]]
}

[4]
{
  "formula": "C13H36MgO9S6",
  "method": "ωB97M-V with the def2-TZVPD basis set",
  "charge": 0,
  "lumo_energy_ev": -0.16,
  "orbital_gap_ev": 5.76,
  "e_tot_ha": -3782.9298,
  "symbols": ["Mg", "C", "O", "O", "O", "C", "S", "O", "C", "H", "H", "H", "H", "H", "H", "C", "S", "O", "C", "H", "H", "H", "H", "H", "H", "C", "S", "O", "C", "H", "H", "H", "H", "H", "H", "C", "S", "O", "C", "H", "H", "H", "H", "H", "H", "C", "S", "O", "C", "H", "H", "H", "H", "H", "H", "C", "S", "O", "C", "H", "H", "H", "H", "H", "H"],
  "coordinates": [[0.214, 0.872, 0.445], [-0.037, -0.944, -0.654], [0.562, 0.003, -1.230], [-1.045, -0.459, -0.235], [0.695, -1.005, 0.356], [-1.848, 2.611, -2.330], [-0.740, 3.526, -1.148], [-0.441, 2.626, 0.069], [0.824, 3.651, -2.068], [-2.811, 2.527, -1.828], [-1.556, 1.572, -2.484], [-1.964, 3.099, -3.298], [1.632, 3.888, -1.376], [0.733, 4.308, -2.933], [1.021, 2.647, -2.444], [3.776, -0.933, -3.723], [2.929, -2.280, -4.806], [3.738, -3.530, -4.642], [1.408, -2.344, -3.792], [2.970, -0.277, -3.393], [4.608, -0.443, -4.230], [4.180, -1.499, -2.884], [0.866, -3.282, -3.910], [0.703, -1.594, -4.150], [1.595, -2.135, -2.739], [-3.317, 1.396, 1.786], [-4.551, 1.472, 0.333], [-5.114, 2.883, 0.468], [-5.856, 0.375, 0.884], [-2.618, 2.216, 1.619], [-2.775, 0.451, 1.811], [-3.967, 1.734, 2.593], [-5.548, -0.641, 0.634], [-6.850, 0.691, 0.566], [-6.029, 0.330, 1.959], [2.545, 3.712, 2.289], [3.103, 2.162, 1.362], [1.923, 1.776, 0.505], [4.131, 3.160, 0.044], [2.019, 4.288, 1.528], [3.411, 4.320, 2.548], [1.918, 3.483, 3.151], [5.013, 3.631, 0.479], [3.492, 3.891, -0.451], [4.353, 2.559, -0.838], [0.078, -1.361, 3.531], [0.551, 0.443, 3.465], [-0.009, 1.168, 2.237], [-0.071, 1.084, 5.085], [-0.994, -1.463, 3.365], [0.400, -1.828, 4.462], [0.517, -1.924, 2.707], [0.273, 0.568, 5.982], [-1.160, 1.122, 5.062], [0.161, 2.149, 5.100], [0.349, -4.576, -0.791], [-1.428, -5.006, -1.156], [-1.327, -5.933, -2.408], [-1.733, -6.207, 0.237], [0.902, -5.492, -0.581], [0.508, -3.844, 0.001], [0.877, -4.094, -1.613], [-0.768, -6.701, 0.350], [-2.453, -6.994, 0.013], [-1.968, -5.604, 1.114]]
}